# 1
Entry from OMol25: a 9-piece molecular cluster, C50H80I2N7O20PS overall in a non-equilibrium geometry (wB97M-V/def2-TZVPD).

- SMILES = [H]/N=C\C[C@](C[C@H](O)CN)(N=C=S)O[C@@](C)([PH2]=N)[C@@](OC#N)(/C(I)=C(/C)I)N(CNC)COC.O=C1CCCO1.O=C1CCCO1.O=C1CCCO1.O=C1CCCO1.O=C1CCCO1.O=C1CCCO1.O=C1CCCO1.O=C1CCCO1
- LUMO level (eV) = -0.1
- total charge = 0

XYZ file:
```
161
Properties=species:S:1:pos:R:3:lowdin_charge:R:1
H -5.591 4.148 -4.158 0.018
N -5.958 3.192 -4.182 0.122
C -5.435 2.530 -3.243 -0.244
C -4.398 3.008 -2.252 -0.064
C -4.930 3.503 -0.865 -0.432
C -6.400 3.111 -0.628 -0.048
C -6.679 1.641 -0.338 -0.342
O -7.269 0.996 -1.481 -0.044
C -7.730 1.540 0.774 -0.263
N -7.709 0.198 1.426 0.010
N -4.937 4.986 -0.833 0.099
C -5.406 5.640 -1.739 -0.759
S -6.325 6.573 -2.606 0.749
O -4.210 2.884 0.169 -0.137
C -3.068 3.472 0.683 -0.509
C -2.131 4.109 -0.348 -0.062
P -3.498 4.972 1.822 0.797
N -5.056 5.251 1.936 -0.334
C -2.190 2.395 1.503 -0.403
O -1.218 3.283 2.148 -0.024
C -0.984 3.098 3.402 -0.394
N -0.778 2.925 4.549 0.192
C -3.000 1.556 2.485 -0.567
I -4.968 2.129 3.086 1.266
C -2.589 0.438 3.094 -0.736
C -3.427 -0.378 4.031 -0.237
I -0.641 -0.357 2.923 1.121
N -1.457 1.628 0.524 -0.076
C -0.029 1.804 0.387 -0.271
N 0.555 0.941 -0.643 -0.071
C 1.993 1.249 -0.750 -0.088
C -2.163 0.648 -0.226 -0.225
O -1.752 -0.712 -0.053 -0.232
C -1.625 -1.360 -1.290 -0.125
H -5.714 1.486 -3.177 0.098
H -3.708 3.718 -2.700 0.119
H -3.784 2.141 -2.021 0.100
H -7.048 3.437 -1.438 0.134
H -6.682 3.690 0.247 0.114
H -5.825 1.030 -0.040 0.126
H -7.435 0.081 -1.252 0.089
H -7.574 2.274 1.561 0.029
H -8.733 1.691 0.381 0.113
H -7.669 0.348 2.422 0.036
H -6.871 -0.296 1.153 0.044
H -2.587 4.960 -0.843 0.071
H -1.862 3.401 -1.127 0.089
H -1.209 4.460 0.102 0.086
H -2.896 6.115 1.252 0.025
H -3.007 4.777 3.129 0.012
H -5.320 5.192 2.911 -0.070
H -3.568 0.169 4.958 0.072
H -2.901 -1.289 4.295 0.034
H -4.361 -0.682 3.574 0.055
H 0.239 2.831 0.095 0.117
H 0.551 1.623 1.288 0.053
H 0.160 1.245 -1.525 0.099
H 2.395 1.661 0.174 0.085
H 2.551 0.344 -0.960 0.064
H 2.181 1.995 -1.519 0.088
H -3.230 0.664 -0.017 0.134
H -2.078 0.867 -1.298 0.116
H -1.404 -2.411 -1.142 0.084
H -0.815 -0.934 -1.886 0.074
H -2.533 -1.273 -1.893 0.090
O -8.969 3.237 2.667 0.100
C -10.041 3.760 2.572 -0.464
C -10.806 4.040 1.295 -0.069
C -11.859 5.042 1.760 -0.152
C -12.048 4.647 3.217 -0.151
O -10.764 4.156 3.644 0.030
H -11.252 3.108 0.943 0.135
H -10.149 4.453 0.534 0.128
H -12.782 5.016 1.184 0.117
H -11.454 6.053 1.700 0.120
H -12.782 3.847 3.340 0.128
H -12.337 5.487 3.844 0.124
O 5.314 3.026 -3.402 0.109
C 5.519 1.868 -3.175 -0.482
C 6.161 0.848 -4.100 -0.059
C 5.775 -0.469 -3.434 -0.152
C 5.672 -0.078 -1.978 -0.148
O 5.221 1.288 -1.987 0.014
H 7.242 1.003 -4.108 0.132
H 5.756 0.927 -5.105 0.112
H 6.483 -1.275 -3.610 0.107
H 4.804 -0.791 -3.800 0.100
H 6.637 -0.124 -1.464 0.121
H 4.955 -0.690 -1.436 0.099
O 3.410 -2.367 -2.821 0.124
C 3.027 -2.882 -1.812 -0.475
C 1.648 -3.454 -1.543 -0.059
C 1.641 -3.582 -0.023 -0.152
C 3.108 -3.798 0.289 -0.146
O 3.823 -3.061 -0.728 0.017
H 1.570 -4.424 -2.039 0.132
H 0.874 -2.784 -1.905 0.103
H 1.007 -4.377 0.351 0.094
H 1.302 -2.643 0.421 0.115
H 3.398 -4.848 0.223 0.116
H 3.383 -3.419 1.270 0.129
O 9.590 -2.044 -4.836 0.117
C 9.647 -2.353 -3.682 -0.487
C 10.619 -3.323 -3.038 -0.065
C 9.962 -3.598 -1.687 -0.162
C 9.211 -2.305 -1.433 -0.154
O 8.833 -1.821 -2.738 0.002
H 11.586 -2.827 -2.928 0.134
H 10.723 -4.221 -3.638 0.124
H 10.664 -3.845 -0.884 0.077
H 9.254 -4.424 -1.790 0.121
H 9.836 -1.551 -0.951 0.126
H 8.314 -2.456 -0.835 0.123
O -7.615 0.237 8.417 0.122
C -7.409 1.221 7.774 -0.491
C -6.395 2.311 8.070 -0.073
C -6.863 3.448 7.165 -0.150
C -7.518 2.690 6.020 -0.167
O -8.057 1.496 6.615 0.029
H -5.403 1.950 7.794 0.129
H -6.418 2.583 9.121 0.123
H -6.066 4.113 6.839 0.115
H -7.611 4.048 7.686 0.118
H -6.797 2.400 5.253 0.030
H -8.322 3.254 5.551 0.117
O 3.071 -0.438 -7.731 0.124
C 4.139 -0.138 -8.172 -0.493
C 4.420 0.863 -9.274 -0.077
C 5.856 0.527 -9.661 -0.158
C 6.418 -0.014 -8.355 -0.155
O 5.304 -0.649 -7.698 0.018
H 4.331 1.870 -8.864 0.132
H 3.727 0.731 -10.100 0.123
H 6.420 1.373 -10.052 0.115
H 5.859 -0.257 -10.419 0.117
H 6.797 0.778 -7.706 0.123
H 7.207 -0.745 -8.515 0.126
O 11.418 -3.306 0.763 0.097
C 11.301 -3.730 1.878 -0.464
C 10.125 -3.522 2.811 -0.069
C 10.706 -3.935 4.161 -0.153
C 11.755 -4.958 3.752 -0.150
O 12.224 -4.520 2.463 0.039
H 9.309 -4.176 2.498 0.133
H 9.802 -2.485 2.799 0.127
H 9.971 -4.329 4.860 0.117
H 11.188 -3.077 4.630 0.120
H 11.338 -5.962 3.645 0.127
H 12.592 -4.998 4.443 0.125
O 1.450 -6.073 1.766 0.113
C 2.029 -7.106 1.601 -0.483
C 1.621 -8.245 0.686 -0.069
C 2.490 -9.394 1.191 -0.153
C 3.707 -8.657 1.728 -0.152
O 3.204 -7.396 2.206 0.028
H 1.861 -7.971 -0.343 0.132
H 0.560 -8.455 0.782 0.127
H 2.736 -10.133 0.430 0.117
H 1.979 -9.909 2.005 0.119
H 4.451 -8.461 0.952 0.127
H 4.188 -9.185 2.548 0.124
```

# 2
Entry from OMol25: a 7-piece molecular cluster, C50H90BF4NO22S6 overall in a non-equilibrium geometry (wB97M-V/def2-TZVPD).

- SMILES = CCCCCCCCCCCCCCCc1cccc2c1C(=O)c1c(B(O)O)c(F)c(CCC(F)(F)F)c(N)c1C2=O.CCOS(C)(=O)=O.CCOS(C)(=O)=O.CCOS(C)(=O)=O.CCOS(C)(=O)=O.CCOS(C)(=O)=O.CCOS(C)(=O)=O
- LUMO level (eV) = -1.6
- total charge = 0

XYZ file:
```
174
Properties=species:S:1:pos:R:3:lowdin_charge:R:1
C 5.350 -3.386 -0.072 -0.150
C 4.505 -2.941 -1.420 -0.269
C 4.523 -4.096 -2.609 -0.207
C 5.695 -3.767 -3.749 -0.209
C 4.926 -3.246 -5.110 -0.218
C 4.850 -1.585 -4.991 -0.221
C 3.703 -1.038 -6.055 -0.215
C 3.705 0.625 -5.878 -0.218
C 2.101 1.055 -5.865 -0.216
C 2.088 2.666 -5.423 -0.209
C 1.809 2.702 -3.797 -0.207
C 0.404 3.527 -3.473 -0.216
C -0.876 2.554 -3.148 -0.205
C -1.671 2.000 -4.483 -0.184
C -3.259 2.466 -4.546 -0.170
C -4.152 1.971 -3.257 -0.062
C -4.593 2.996 -2.015 0.000
C -5.477 2.469 -0.703 -0.051
C -5.956 0.899 -0.547 -0.008
C -5.518 -0.137 -1.747 -0.028
C -4.649 0.390 -3.076 0.030
C -4.289 -0.762 -4.233 -0.177
O -4.423 -0.517 -5.541 -0.014
C -3.806 -2.233 -3.600 0.042
C -2.526 -3.101 -4.237 0.079
B -1.649 -2.551 -5.550 -0.398
O -2.276 -2.230 -6.875 0.036
O -0.171 -2.314 -5.418 0.004
C -2.128 -4.532 -3.481 0.006
F -0.957 -5.258 -4.070 -0.065
C -2.985 -5.024 -2.173 -0.030
C -2.543 -6.440 -1.403 -0.138
C -1.647 -6.136 -0.034 -0.074
C -0.374 -5.132 -0.291 -0.215
F 0.449 -5.511 -1.500 -0.011
F -0.726 -3.686 -0.334 0.004
F 0.581 -5.277 0.870 -0.030
C -4.264 -4.179 -1.521 -0.069
N -5.033 -4.670 -0.314 0.063
C -4.663 -2.758 -2.263 0.021
C -5.889 -1.767 -1.703 -0.188
O -7.082 -2.241 -1.278 -0.051
H 6.497 -3.148 -0.183 0.078
H 4.917 -2.746 0.827 0.066
H 5.120 -4.514 0.152 0.073
H 4.889 -1.889 -1.779 0.093
H 3.373 -2.809 -1.072 0.106
H 4.733 -5.181 -2.160 0.110
H 3.441 -4.131 -3.092 0.102
H 6.304 -2.857 -3.325 0.100
H 6.395 -4.683 -3.947 0.103
H 3.854 -3.742 -5.202 0.107
H 5.526 -3.484 -6.088 0.106
H 4.439 -1.350 -3.903 0.106
H 5.863 -1.056 -5.240 0.122
H 3.933 -1.355 -7.175 0.119
H 2.641 -1.480 -5.740 0.103
H 4.316 1.124 -6.744 0.113
H 4.217 0.865 -4.853 0.106
H 1.550 0.367 -5.089 0.098
H 1.599 0.900 -6.927 0.121
H 3.162 3.083 -5.722 0.108
H 1.262 3.273 -6.005 0.097
H 1.778 1.642 -3.301 0.104
H 2.701 3.307 -3.290 0.108
H 0.627 4.129 -2.467 0.100
H 0.163 4.359 -4.283 0.118
H -0.474 1.623 -2.548 0.112
H -1.632 3.133 -2.429 0.098
H -1.537 0.815 -4.497 0.115
H -1.067 2.379 -5.439 0.118
H -3.704 1.993 -5.523 0.110
H -3.338 3.652 -4.636 0.130
H -4.248 4.129 -2.057 0.099
H -5.769 3.194 0.185 0.085
H -6.579 0.456 0.341 0.099
H -3.092 -2.832 -6.999 0.128
H 0.215 -3.228 -5.640 0.118
H -1.927 -7.162 -2.105 0.132
H -3.542 -6.959 -1.035 0.123
H -1.201 -7.170 0.314 0.134
H -2.287 -5.728 0.858 0.128
H -5.585 -3.917 0.154 0.089
H -4.433 -5.205 0.355 0.071
C -0.406 8.591 1.298 -0.066
C 0.338 7.266 1.299 -0.269
O -0.466 6.212 1.814 -0.270
S -1.690 5.647 0.893 0.623
C -2.098 4.230 1.878 -0.109
O -1.155 5.197 -0.372 -0.288
O -2.796 6.577 0.972 -0.295
H -1.260 8.565 0.616 0.066
H 0.249 9.406 0.979 0.085
H -0.796 8.815 2.296 0.083
H 0.702 7.017 0.297 0.119
H 1.214 7.352 1.949 0.097
H -1.264 3.528 1.862 0.074
H -2.986 3.767 1.437 0.067
H -2.320 4.555 2.896 0.073
C 1.394 -9.291 0.616 -0.085
C 2.138 -10.615 0.617 -0.266
O 1.334 -11.670 1.132 -0.266
S 0.110 -12.234 0.211 0.623
C -0.298 -13.652 1.196 -0.125
O 0.645 -12.684 -1.054 -0.283
O -0.996 -11.304 0.290 -0.296
H 0.540 -9.317 -0.066 0.061
H 2.049 -8.476 0.297 0.088
H 1.004 -9.066 1.614 0.055
H 2.502 -10.864 -0.385 0.117
H 3.014 -10.530 1.267 0.125
H 0.536 -14.354 1.180 0.074
H -1.186 -14.115 0.755 0.078
H -0.520 -13.327 2.215 0.074
C 2.905 9.819 6.834 -0.077
C 3.373 8.385 6.655 -0.277
O 2.279 7.483 6.547 -0.263
S 1.405 7.483 5.168 0.623
C 0.443 6.030 5.493 -0.102
O 2.288 7.218 4.055 -0.294
O 0.512 8.622 5.186 -0.284
H 2.369 10.173 5.949 0.068
H 3.752 10.489 6.999 0.082
H 2.216 9.898 7.682 0.087
H 4.035 8.291 5.788 0.115
H 3.951 8.089 7.536 0.124
H 1.100 5.161 5.519 0.062
H -0.283 5.927 4.680 0.068
H -0.083 6.154 6.442 0.080
C 1.774 0.488 2.245 -0.074
C 3.284 0.654 2.235 -0.274
O 3.669 1.986 2.551 -0.263
S 3.514 2.494 4.095 0.625
C 4.387 4.029 3.933 -0.117
O 4.274 1.615 4.955 -0.283
O 2.122 2.798 4.346 -0.301
H 1.366 0.640 3.248 0.067
H 1.490 -0.516 1.919 0.081
H 1.300 1.224 1.588 0.083
H 3.764 -0.056 2.916 0.116
H 3.658 0.440 1.229 0.123
H 5.434 3.826 3.709 0.075
H 4.303 4.558 4.886 0.076
H 3.923 4.622 3.142 0.075
C -5.251 8.327 0.108 -0.081
C -5.761 8.464 1.532 -0.272
O -6.293 9.759 1.778 -0.266
S -7.731 10.150 1.110 0.623
C -7.993 11.675 1.976 -0.127
O -8.723 9.192 1.543 -0.287
O -7.522 10.461 -0.288 -0.290
H -6.067 8.409 -0.615 0.069
H -4.770 7.357 -0.043 0.054
H -4.533 9.121 -0.123 0.090
H -6.506 7.694 1.760 0.117
H -4.926 8.320 2.224 0.120
H -8.118 11.470 3.039 0.073
H -8.902 12.131 1.572 0.077
H -7.141 12.336 1.800 0.075
C 2.575 -4.906 5.245 -0.076
C 3.318 -6.230 5.246 -0.274
O 2.515 -7.284 5.761 -0.263
S 1.291 -7.849 4.840 0.630
C 0.883 -9.267 5.825 -0.120
O 1.825 -8.299 3.575 -0.290
O 0.185 -6.919 4.919 -0.286
H 1.721 -4.932 4.563 0.066
H 3.230 -4.090 4.926 0.081
H 2.185 -4.681 6.243 0.087
H 3.683 -6.479 4.244 0.116
H 4.195 -6.144 5.896 0.124
H 1.716 -9.968 5.809 0.074
H -0.005 -9.729 5.384 0.079
H 0.660 -8.942 6.843 0.076
```

Question: Which formula does entry 2 have?
Answer: C50H90BF4NO22S6

Question: LUMO level of number 2 (C50H90BF4NO22S6)?
Answer: -1.6 eV